1.
{"formula": "C7H10", "method": "ωB97M-V with the def2-TZVPD basis set", "symbols": ["C", "C", "C", "C", "C", "C", "C", "H", "H", "H", "H", "H", "H", "H", "H", "H", "H"], "coordinates": [[-2.54559, -0.27127, 1.91522], [-1.71902, -0.53299, 0.88363], [-0.54623, 0.30721, 0.52145], [-0.43086, 1.58527, 0.89601], [0.52402, -0.39262, -0.22318], [1.42617, 0.15056, -1.03105], [2.29392, -0.55812, -2.01529], [-3.08908, -1.10367, 2.35215], [-3.10085, 0.66489, 1.93776], [-1.69603, -1.56925, 0.55266], [-1.22356, 2.08381, 1.43325], [0.52615, 2.07000, 0.76059], [0.40764, -1.47602, -0.23107], [1.50008, 1.23680, -1.02420], [2.21652, -1.63417, -1.88955], [3.34819, -0.34156, -1.80542], [2.10852, -0.21887, -3.03296]], "atomic_forces_ev_per_a": [[-1.60, -0.43, -1.83], [0.79, -0.38, 1.53], [-0.24, 0.64, -0.48], [0.20, -0.52, 0.10], [-0.54, -0.67, -0.45], [-0.22, 0.64, 0.00], [0.77, -0.05, 0.87], [-0.19, 0.02, -0.22], [1.00, 0.52, 1.10], [0.52, -0.04, 0.18], [0.07, 0.15, 0.00], [-0.17, 0.33, -0.03], [0.14, 0.00, -0.04], [-0.04, -0.02, -0.20], [-0.29, -0.16, -0.37], [-0.04, 0.16, -0.10], [-0.17, -0.21, -0.05]], "homo_lumo_gap_ev": 8.5978}

2.
{"formula": "C4H5NO2", "method": "ωB97M-V with the def2-TZVPD basis set", "symbols": ["N", "C", "C", "C", "O", "C", "O", "H", "H", "H", "H", "H"], "coordinates": [[1.07794, 1.67625, 0.30645], [0.33720, 0.55507, 0.01457], [-0.95163, 0.35055, -0.27701], [-1.18877, -1.13052, -0.28325], [0.11527, -1.72196, -0.28485], [1.04000, -0.75813, -0.08159], [2.22495, -0.95724, -0.01562], [0.56754, 2.41352, 0.77084], [1.95185, 1.45239, 0.76683], [-1.73213, 1.08472, -0.43267], [-1.75755, -1.52302, -1.12903], [-1.68467, -1.44164, 0.64534]], "atomic_forces_ev_per_a": [[-0.03, 0.05, 0.05], [-0.13, -0.10, -0.10], [0.11, 0.00, 0.14], [-0.16, 0.01, -0.07], [0.10, 0.00, 0.04], [0.35, 0.02, 0.12], [-0.49, 0.04, 0.08], [0.10, -0.05, -0.11], [-0.03, 0.06, -0.18], [0.06, -0.08, 0.24], [0.15, 0.08, -0.02], [-0.05, -0.03, -0.19]], "homo_lumo_gap_ev": 9.8285}

3.
{"formula": "C4H9NOS", "method": "ωB97M-V with the def2-TZVPD basis set", "symbols": ["C", "C", "O", "N", "C", "C", "S", "H", "H", "H", "H", "H", "H", "H", "H", "H"], "coordinates": [[-0.54321, 1.86191, 1.80899], [-0.56871, 0.36969, 1.39925], [-0.24953, -0.63828, 2.04460], [-0.87153, 0.39053, 0.00423], [-0.54990, -0.73101, -0.83935], [0.97254, -0.68083, -1.29933], [1.83254, -2.29158, -1.67099], [-0.85376, 1.93629, 2.82327], [-0.99321, 2.42700, 1.05690], [0.59966, 2.09363, 1.80328], [-0.44241, 1.27345, -0.49149], [-1.16002, -0.77455, -1.74195], [-0.74668, -1.57884, -0.21885], [1.17286, -0.10763, -2.23249], [1.54270, -0.39799, -0.41944], [0.85864, -3.15178, -2.02663]], "atomic_forces_ev_per_a": [[3.57, -2.40, 1.02], [1.07, -0.32, -0.98], [-1.21, 2.34, -1.34], [1.55, 2.01, -1.16], [1.48, -0.32, -0.59], [-0.68, -1.28, -0.18], [-0.13, -0.13, 0.15], [-0.58, 0.59, 0.63], [-1.06, 1.14, -0.54], [-1.85, -0.20, 0.07], [-1.57, -1.92, 1.70], [-0.27, 0.13, 0.23], [0.13, -0.95, 0.06], [-0.44, 0.20, 1.10], [0.16, 0.63, -0.22], [-0.18, 0.46, 0.04]], "homo_lumo_gap_ev": 9.6924}

4.
{"formula": "C5H8N4", "method": "ωB97M-V with the def2-TZVPD basis set", "symbols": ["C", "C", "C", "C", "C", "N", "N", "N", "N", "H", "H", "H", "H", "H", "H", "H", "H"], "coordinates": [[-2.40503, 0.71937, 1.11926], [1.46068, 0.90631, 1.41431], [1.76885, 0.25649, 0.32917], [0.57659, -0.87907, -1.79256], [0.31482, -0.85871, -0.30762], [-2.70359, 0.84278, -0.19514], [-1.35932, -0.05599, 1.22938], [-1.74904, 0.23647, -0.84780], [-0.89133, -0.23841, 0.05344], [-2.98273, 0.96912, 2.04705], [2.20244, 1.48782, 1.81706], [0.46969, 1.27667, 1.60929], [2.66872, -0.01249, -0.14532], [-0.30535, -1.18097, -2.34689], [1.51312, -1.53160, -1.88607], [0.94372, -0.01187, -2.25930], [0.47777, -1.92591, 0.16173]], "atomic_forces_ev_per_a": [[-0.85, -1.27, 0.23], [-0.57, 1.06, -1.41], [-4.70, -3.73, -0.49], [1.10, -2.16, 0.25], [4.63, 0.50, 1.01], [0.12, 0.33, -0.25], [1.78, 0.07, 3.56], [-0.13, 0.91, -0.64], [-2.30, 0.16, -1.22], [0.45, 0.06, -1.56], [1.90, 1.33, 1.38], [-0.38, -0.82, 0.54], [1.04, -0.15, -0.25], [0.21, -0.63, -0.26], [-1.66, 0.18, -0.24], [-0.03, 1.79, -0.03], [-0.61, 2.38, -0.64]], "homo_lumo_gap_ev": 10.6344}

5.
{"formula": "C38H23F15GeN4O4PdS2Se", "method": "ωB97M-V with the def2-TZVPD basis set", "symbols": ["Pd", "N", "C", "C", "C", "C", "C", "C", "C", "C", "C", "C", "C", "C", "H", "H", "H", "H", "H", "H", "H", "H", "H", "H", "Se", "C", "C", "S", "O", "O", "C", "C", "N", "C", "N", "C", "C", "N", "O", "O", "C", "H", "H", "H", "H", "H", "H", "H", "H", "H", "H", "H", "H", "H", "F", "C", "C", "C", "F", "C", "F", "C", "F", "C", "F", "Ge", "S", "C", "C", "F", "C", "F", "C", "F", "C", "F", "C", "F", "C", "C", "F", "C", "F", "C", "F", "C", "F", "C", "F"], "coordinates": [[0.69091, 3.01301, 0.07296], [3.16661, 2.83681, -0.48504], [4.08791, 3.16811, 0.49796], [5.41341, 3.44141, 0.16396], [6.36681, 3.67291, 1.13476], [6.01041, 3.65651, 2.47166], [4.68651, 3.44781, 2.81936], [3.71701, 3.20421, 1.85646], [2.33001, 2.93761, 2.30276], [2.09811, 1.85181, 3.13956], [0.82791, 1.55891, 3.60766], [-0.24569, 2.35711, 3.24166], [-0.05209, 3.45101, 2.41326], [1.24461, 3.77481, 1.95266], [3.56591, 2.77121, -1.41354], [2.59831, 2.00561, -0.24514], [5.69001, 3.44651, -0.88094], [7.39481, 3.84421, 0.84606], [6.75771, 3.80321, 3.23836], [4.38491, 3.46581, 3.85956], [2.93371, 1.20921, 3.39276], [0.67471, 0.70181, 4.24916], [-1.23869, 2.12791, 3.60146], [-0.87099, 4.13371, 2.18696], [1.43151, 5.32531, 0.84086], [-5.64339, -3.04089, -1.54164], [-4.69949, -1.97689, -1.03214], [-5.73599, -0.69609, -0.23744], [-6.25109, -1.22869, 0.99706], [-6.70939, -0.25839, -1.20694], [-4.59639, 0.67751, 0.13566], [-4.44319, 1.54131, -1.10954], [-3.33029, 2.44861, -1.01584], [-2.04099, 2.15841, -1.35474], [-1.23719, 3.16981, -1.08474], [-1.99819, 4.15311, -0.53464], [-3.31829, 3.72801, -0.48084], [-4.42629, 4.42751, -0.04254], [-5.55089, 3.87371, -0.03904], [-4.24559, 5.60411, 0.32556], [-1.61679, 0.89021, -1.99464], [-5.11229, -3.83149, -2.06114], [-6.35999, -2.58749, -2.22114], [-6.18569, -3.47039, -0.70474], [-4.14959, -1.49739, -1.83724], [-4.01909, -2.34439, -0.27054], [-3.66499, 0.21911, 0.46086], [-5.02919, 1.24501, 0.95576], [-5.35749, 2.12461, -1.23744], [-4.30009, 0.90511, -1.98534], [-1.58619, 5.10161, -0.22874], [-2.14189, 0.71751, -2.93384], [-1.79609, 0.04321, -1.33124], [-0.54589, 0.94681, -2.18704], [1.81661, -4.46489, -0.89584], [2.83071, -3.73309, -1.39534], [2.78371, -2.35219, -1.25104], [3.84041, -1.63009, -1.79024], [3.82951, -0.29419, -1.66294], [4.89821, -2.23809, -2.44094], [5.91531, -1.51819, -2.95314], [4.91801, -3.62779, -2.56754], [5.93691, -4.24179, -3.20394], [3.87001, -4.37909, -2.03224], [3.88901, -5.72279, -2.15134], [1.16391, -1.51799, -0.40574], [0.94831, 0.48611, 0.21236], [-0.19979, -2.40279, -1.59174], [-1.10089, -3.40499, -1.24054], [-1.11649, -3.88179, 0.01566], [-1.98359, -3.95189, -2.14974], [-2.84759, -4.91609, -1.77284], [-1.98709, -3.51239, -3.47514], [-2.86729, -4.02259, -4.36124], [-1.04639, -2.55569, -3.87434], [-1.00119, -2.17499, -5.16664], [-0.18999, -2.03059, -2.93254], [0.73601, -1.12089, -3.30764], [0.99271, -2.38839, 1.38696], [2.05561, -2.84939, 2.14226], [3.23591, -3.07979, 1.53216], [1.95561, -3.07669, 3.50596], [3.00721, -3.53849, 4.20986], [0.75441, -2.82239, 4.15726], [0.64241, -3.02099, 5.48426], [-0.33289, -2.35379, 3.42466], [-1.49609, -2.11109, 4.04876], [-0.19029, -2.14149, 2.06726], [-1.23379, -1.65849, 1.36856]], "atomic_forces_ev_per_a": [[-0.71, 0.08, -1.16], [0.12, -0.58, -0.13], [0.22, -0.08, 0.23], [-0.13, 0.05, -0.09], [0.05, 0.04, 0.07], [0.21, 0.08, 0.14], [0.01, -0.10, -0.15], [-0.10, 0.08, -0.08], [-0.05, -0.24, 0.30], [0.18, 0.04, -0.05], [-0.21, 0.02, 0.09], [0.03, -0.22, 0.16], [-0.15, 0.20, 0.25], [0.25, 0.76, 0.32], [-0.12, -0.08, 0.19], [0.60, 0.26, -0.35], [0.07, -0.06, -0.14], [0.08, 0.04, -0.03], [0.06, 0.08, 0.07], [-0.02, -0.01, 0.00], [0.00, -0.03, 0.00], [-0.02, -0.08, 0.05], [-0.11, -0.03, 0.00], [0.20, -0.20, 0.02], [-0.12, 0.19, 0.18], [-0.14, -0.02, -0.03], [-0.44, 0.61, 0.34], [0.44, 0.49, 0.21], [0.21, -0.35, 0.32], [0.10, 0.05, -0.36], [-0.45, -0.66, -0.41], [-0.34, -0.03, -0.30], [0.02, 0.15, 0.10], [0.56, 0.15, -0.14], [0.10, -0.67, -0.16], [-0.79, 0.50, 0.09], [0.08, 0.80, 0.23], [1.89, -0.89, -0.65], [-2.08, -1.19, 0.02], [0.33, 1.83, 0.63], [-0.02, 0.05, 0.08], [0.12, -0.08, -0.04], [-0.09, -0.05, -0.09], [-0.11, -0.14, 0.05], [0.14, 0.13, -0.06], [0.16, 0.01, 0.11], [0.17, -0.05, 0.05], [-0.16, 0.00, 0.05], [0.25, -0.13, -0.01], [0.08, 0.05, -0.05], [-0.11, -0.13, 0.02], [-0.12, -0.06, -0.18], [0.03, -0.21, 0.02], [-0.11, 0.00, 0.04], [0.29, -0.17, -0.10], [-0.22, 0.57, 0.13], [0.16, -0.03, -0.26], [-0.60, 0.20, 0.44], [0.29, -0.30, -0.25], [0.49, -0.34, -0.27], [-0.33, -0.20, 0.15], [-0.18, 0.10, 0.10], [-0.46, 0.29, 0.31], [0.46, -0.27, -0.29], [0.00, 0.38, 0.02], [-0.11, -0.31, 0.43], [0.16, -0.37, -0.14], [-0.25, -0.26, -0.35], [0.57, 0.56, 0.23], [-0.19, -0.16, -0.40], [-0.49, -0.21, -0.54], [0.23, 0.25, -0.11], [0.25, 0.09, 0.15], [0.49, 0.23, 0.44], [-0.63, -0.34, -0.49], [-0.01, -0.08, 0.45], [0.43, 0.19, 0.75], [-0.36, -0.19, -0.26], [0.09, 0.06, 0.19], [-0.32, 0.04, -0.31], [0.06, -0.06, 0.33], [0.03, -0.06, 0.28], [-0.19, 0.09, -0.12], [0.04, 0.05, -0.13], [0.05, 0.02, -0.47], [-0.11, -0.03, 0.24], [0.23, -0.04, -0.10], [0.10, -0.01, -0.29], [-0.02, -0.05, 0.45]], "spin_multiplicity": 3, "total_charge": -2, "homo_lumo_gap_ev": [3.4041, 5.7484]}

6.
{"formula": "C17H25BrN2OS", "method": "ωB97M-V with the def2-TZVPD basis set", "symbols": ["C", "C", "C", "C", "N", "C", "C", "C", "O", "N", "C", "C", "S", "C", "C", "C", "C", "Br", "C", "C", "C", "C", "H", "H", "H", "H", "H", "H", "H", "H", "H", "H", "H", "H", "H", "H", "H", "H", "H", "H", "H", "H", "H", "H", "H", "H", "H"], "coordinates": [[-0.43016, 0.17737, 4.54228], [1.03553, 0.49413, 4.26121], [1.92404, -0.65525, 4.72684], [1.25441, 0.78345, 2.76564], [0.90726, -0.36932, 1.94322], [2.03531, -0.95734, 1.25069], [1.76710, -2.41124, 0.84436], [1.02440, -2.53710, -0.46757], [1.54715, -3.00631, -1.46266], [-0.26216, -2.10825, -0.47832], [-0.99457, -2.23865, -1.71827], [-0.81010, -1.04891, -2.65729], [-1.74978, 0.40245, -2.05605], [-1.57215, 1.58950, -3.34667], [-2.32687, 2.75530, -3.21621], [-2.25465, 3.74718, -4.17071], [-1.42187, 3.57229, -5.26547], [-1.31931, 4.93411, -6.59397], [-0.66389, 2.42411, -5.40628], [-0.73611, 1.43155, -4.44496], [-0.89041, -1.46620, 0.65415], [-0.22401, -0.14835, 1.06859], [-0.58109, -0.01128, 5.60259], [-1.06809, 1.00834, 4.24902], [-0.72936, -0.70647, 3.98577], [1.31287, 1.40045, 4.81180], [2.97429, -0.41978, 4.56891], [1.77313, -0.84671, 5.78668], [1.68053, -1.55734, 4.17268], [0.64847, 1.65078, 2.48237], [2.30222, 1.06241, 2.61062], [2.88498, -0.95257, 1.93523], [2.31817, -0.37656, 0.35268], [1.21373, -2.90837, 1.64215], [2.72037, -2.92359, 0.70699], [-0.59966, -3.12271, -2.22962], [-2.05432, -2.38928, -1.50022], [-1.19547, -1.29801, -3.64577], [0.24694, -0.79017, -2.71417], [-2.97090, 2.87149, -2.35824], [-2.84052, 4.64746, -4.06947], [-0.01590, 2.30043, -6.26032], [-0.13235, 0.54736, -4.56799], [-1.92472, -1.25955, 0.37645], [-0.89298, -2.14086, 1.51707], [-0.96493, 0.43792, 1.61330], [0.05544, 0.41210, 0.15898]], "atomic_forces_ev_per_a": [[0.26, 0.19, 0.02], [-0.01, -0.06, -0.14], [-0.08, 0.31, -0.01], [-0.01, 0.05, 0.35], [0.09, 0.15, 0.00], [0.00, -0.21, 0.10], [0.25, 0.08, -0.15], [0.11, -0.17, 0.30], [0.25, -0.08, -0.27], [-0.27, -0.06, -0.20], [0.08, -0.06, -0.31], [-0.23, 0.41, 0.02], [0.03, -0.32, 0.02], [0.05, -0.16, 0.08], [0.12, -0.19, 0.00], [0.06, 0.07, -0.14], [0.05, 0.12, -0.17], [-0.01, -0.15, 0.15], [-0.05, 0.23, -0.12], [-0.09, -0.01, 0.13], [0.06, 0.35, 0.26], [-0.19, -0.19, 0.04], [-0.08, -0.04, 0.10], [-0.15, 0.09, -0.02], [-0.08, -0.15, -0.06], [0.00, 0.00, -0.03], [0.17, -0.03, 0.00], [0.01, -0.08, 0.11], [-0.02, -0.18, -0.06], [0.05, 0.00, -0.05], [-0.02, 0.02, -0.05], [-0.02, 0.02, -0.07], [0.05, 0.00, 0.09], [0.02, 0.00, 0.08], [-0.13, -0.01, -0.06], [-0.17, 0.16, 0.05], [0.06, -0.04, 0.02], [0.08, -0.04, -0.05], [0.01, -0.11, -0.09], [-0.11, 0.06, 0.09], [-0.04, 0.07, 0.00], [0.04, 0.02, -0.07], [0.04, -0.09, 0.02], [0.05, -0.08, 0.03], [-0.12, 0.10, 0.00], [0.01, 0.04, -0.01], [-0.08, -0.01, 0.11]], "homo_lumo_gap_ev": 8.8379}

Number 1 is which compound? C7H10